## one
C44H48N11S3V as an isolated structure, computed with ωB97M-V with the def2-TZVPD basis set.

Element x y z (Å)
V: -0.0667 0.1244 0.1859
N: -1.3679 0.6994 1.9485
C: -0.5084 0.1592 3.0384
C: 0.8373 0.8792 3.0021
N: 1.4018 0.9146 1.6152
C: 2.4862 -0.0913 1.4643
C: 2.8861 -0.2698 0.0060
N: 1.6948 -0.5374 -0.8298
C: 1.8276 2.2904 1.2093
C: 1.4033 2.6427 -0.2130
N: 0.0110 2.1703 -0.3985
H: -1.5559 1.6800 2.1249
H: -2.2562 0.2197 1.9427
H: -0.3617 -0.8924 2.8345
H: -0.9558 0.2616 4.0283
H: 1.5260 0.3932 3.6955
H: 0.6977 1.8989 3.3585
H: 2.1039 -1.0405 1.8406
H: 3.3712 0.1935 2.0465
H: 3.6179 -1.0735 -0.0518
H: 3.3773 0.6307 -0.3594
H: 1.5450 -1.5422 -0.8946
H: 1.8331 -0.1659 -1.7841
H: 2.9039 2.4242 1.3373
H: 1.3354 3.0012 1.8695
H: 2.0183 2.1631 -0.9651
H: 1.5118 3.7208 -0.3468
H: -0.2272 2.1431 -1.3894
H: -0.6325 2.8330 0.0251
N: -0.2160 -1.8525 0.8074
S: -1.0464 -3.0467 0.7929
N: -0.9280 -4.0599 -0.5170
S: -1.8263 -3.9399 -1.7724
N: -2.3886 -2.6193 -2.2675
S: -1.7951 -1.0568 -2.4304
N: -1.3590 -0.3511 -1.2383
C: -0.6793 -1.3024 -3.7997
C: 0.4509 -2.0623 -3.5318
C: 1.3637 -2.3053 -4.5420
C: 1.1498 -1.7644 -5.8017
C: 0.0317 -0.9757 -6.0512
C: -0.8965 -0.7358 -5.0486
C: -3.2630 -0.3728 -3.1542
C: -4.0117 -1.0603 -4.1059
C: -5.1290 -0.4440 -4.6439
C: -5.4759 0.8439 -4.2404
C: -4.7155 1.5156 -3.2947
C: -3.5991 0.9028 -2.7410
C: -3.2823 -4.9483 -1.6498
C: -4.5354 -4.3988 -1.8660
C: -5.6427 -5.2355 -1.8213
C: -5.4823 -6.5915 -1.5698
C: -4.2154 -7.1241 -1.3565
C: -3.1033 -6.3016 -1.3973
C: -0.9093 -4.8211 -2.9999
C: 0.2973 -5.4290 -2.7008
C: 0.9692 -6.0964 -3.7162
C: 0.4236 -6.1520 -4.9929
C: -0.7988 -5.5454 -5.2677
C: -1.4774 -4.8777 -4.2649
C: -0.5723 -4.1749 2.0850
C: 0.4951 -5.0333 1.8589
C: 0.9767 -5.7997 2.9093
C: 0.3971 -5.6978 4.1692
C: -0.6551 -4.8171 4.3866
C: -1.1445 -4.0460 3.3419
C: -2.8434 -2.9913 1.0266
C: -3.5315 -1.8167 0.7614
C: -4.9188 -1.8154 0.8334
C: -5.6017 -2.9768 1.1760
C: -4.9042 -4.1518 1.4344
C: -3.5214 -4.1693 1.3446
H: 0.6160 -2.4448 -2.5291
H: 2.2442 -2.9038 -4.3435
H: 1.8715 -1.9373 -6.5919
H: -0.1168 -0.5351 -7.0295
H: -1.7548 -0.1030 -5.2307
H: -3.7201 -2.0566 -4.4173
H: -5.7271 -0.9609 -5.3836
H: -6.3394 1.3296 -4.6789
H: -4.9774 2.5227 -2.9961
H: -2.9747 1.4051 -2.0095
H: -4.6312 -3.3361 -2.0594
H: -6.6305 -4.8242 -1.9884
H: -6.3493 -7.2414 -1.5446
H: -4.0947 -8.1831 -1.1662
H: -2.1066 -6.7037 -1.2345
H: 0.6953 -5.3712 -1.6954
H: 1.9210 -6.5721 -3.5119
H: 0.9498 -6.6812 -5.7800
H: -1.2188 -5.5921 -6.2653
H: -2.4327 -4.3975 -4.4566
H: 0.9390 -5.0897 0.8714
H: 1.8088 -6.4750 2.7470
H: 0.7705 -6.3041 4.9857
H: -1.0941 -4.7286 5.3733
H: -1.9614 -3.3518 3.5077
H: -2.9827 -0.9442 0.4369
H: -5.4684 -0.9095 0.6040
H: -6.6847 -2.9677 1.2335
H: -5.4397 -5.0591 1.6915
H: -2.9710 -5.0874 1.5225
N: 1.8813 0.9010 -3.3470
C: 0.8471 1.4401 -3.4502
N: -0.3666 1.8953 -3.5086
C: -0.8809 3.0868 -3.7324
N: -1.4623 4.0902 -3.8440

HOMO-LUMO gap (alpha / beta)	5.53 / 4.94	eV
charge	+1
spin multiplicity	2
⟨S²⟩	0.76

Atomic partial charges in e from the Löwdin method, atoms 1 to 2:
1 V 0.563
2 N -0.008

## two
C44H48N11S3V as an isolated structure, computed with ωB97M-V with the def2-TZVPD basis set.

Element x y z (Å)
V: 0.6740 2.1584 -0.4182
N: -0.6104 3.9737 -1.0268
C: -0.7119 5.2217 -0.2687
C: 0.6671 5.8744 -0.2142
N: 1.6151 4.9944 0.4526
C: 1.5122 5.0524 1.9009
C: 1.7395 3.6850 2.5487
N: 1.0021 2.6533 1.8209
C: 2.9808 5.0193 -0.0441
C: 3.5293 3.6140 -0.3046
N: 2.6122 2.8769 -1.1755
H: -0.3679 4.1864 -1.9917
H: -1.5021 3.4916 -1.0519
H: -1.0619 4.9811 0.7375
H: -1.4203 5.9279 -0.7159
H: 0.5967 6.8580 0.2717
H: 0.9940 6.0334 -1.2441
H: 0.5112 5.3984 2.1638
H: 2.2263 5.7742 2.3243
H: 1.4349 3.7439 3.5992
H: 2.8031 3.4439 2.5372
H: 0.0083 2.7325 2.0142
H: 1.2915 1.7261 2.1185
H: 3.6512 5.5369 0.6554
H: 3.0125 5.5681 -0.9888
H: 3.6149 3.0583 0.6294
H: 4.5306 3.7150 -0.7389
H: 2.9867 1.9594 -1.3951
H: 2.4940 3.3686 -2.0564
N: -0.9958 1.4211 0.2444
S: -1.9210 0.2968 0.1496
N: -1.5730 -1.1485 -0.6015
S: -0.7544 -2.2667 0.1009
N: 0.5688 -1.8856 0.8229
S: 1.7591 -0.9253 0.1197
N: 1.6620 0.5296 0.1249
C: 2.1527 -1.5953 -1.5137
C: 3.1999 -2.4864 -1.7047
C: 3.6115 -2.7676 -2.9999
C: 2.9838 -2.1638 -4.0804
C: 1.9184 -1.2959 -3.8780
C: 1.5024 -1.0068 -2.5893
C: 3.1321 -1.4810 1.1285
C: 3.1513 -2.7142 1.7613
C: 4.2747 -3.0822 2.4877
C: 5.3619 -2.2239 2.5683
C: 5.3286 -0.9869 1.9358
C: 4.2074 -0.6099 1.2165
C: -1.7288 -3.0919 1.3286
C: -1.2594 -3.3282 2.6104
C: -2.0910 -3.9689 3.5132
C: -3.3620 -4.3761 3.1307
C: -3.8100 -4.1520 1.8334
C: -2.9932 -3.5070 0.9258
C: -0.5258 -3.5194 -1.1307
C: 0.2184 -4.6325 -0.7605
C: 0.4637 -5.6149 -1.6995
C: -0.0305 -5.4791 -2.9923
C: -0.7931 -4.3729 -3.3403
C: -1.0509 -3.3848 -2.4053
C: -2.5115 -0.0898 1.8119
C: -3.8510 -0.2998 2.0982
C: -4.2491 -0.3991 3.4243
C: -3.3131 -0.3020 4.4429
C: -1.9691 -0.1138 4.1434
C: -1.5673 0.0122 2.8248
C: -3.4210 0.7288 -0.7169
C: -4.0385 -0.1191 -1.6224
C: -5.1974 0.3032 -2.2586
C: -5.7269 1.5537 -1.9773
C: -5.0898 2.4025 -1.0789
C: -3.9260 1.9950 -0.4514
H: 3.6947 -2.9455 -0.8597
H: 4.4379 -3.4483 -3.1571
H: 3.3269 -2.3627 -5.0873
H: 1.4192 -0.8383 -4.7246
H: 0.6950 -0.3153 -2.3951
H: 2.2888 -3.3628 1.6903
H: 4.3014 -4.0412 2.9876
H: 6.2376 -2.5133 3.1338
H: 6.1745 -0.3160 1.9985
H: 4.1382 0.3519 0.7252
H: -0.2672 -2.9940 2.8830
H: -1.7439 -4.1510 4.5214
H: -4.0068 -4.8694 3.8454
H: -4.7945 -4.4813 1.5306
H: -3.3190 -3.3117 -0.0893
H: 0.6000 -4.7123 0.2507
H: 1.0438 -6.4860 -1.4275
H: 0.1872 -6.2384 -3.7312
H: -1.1767 -4.2710 -4.3464
H: -1.6267 -2.5030 -2.6521
H: -4.5770 -0.3762 1.2988
H: -5.2955 -0.5432 3.6586
H: -3.6316 -0.3629 5.4753
H: -1.2338 -0.0577 4.9356
H: -0.5335 0.1901 2.5549
H: -3.6041 -1.0893 -1.8178
H: -5.6877 -0.3498 -2.9677
H: -6.6404 1.8721 -2.4612
H: -5.5033 3.3773 -0.8586
H: -3.4043 2.6314 0.2534
N: 0.3649 1.7835 -2.2502
C: 0.1293 1.7235 -3.4029
N: -0.1261 1.7204 -4.6373
C: -0.1800 0.7962 -5.5536
N: -0.2482 0.0155 -6.4094

HOMO-LUMO gap (alpha / beta)	4.79 / 4.14	eV
charge	+1
spin multiplicity	2
⟨S²⟩	0.76

Atomic partial charges in e from the Löwdin method, atoms 1 to 2:
1 V 0.522
2 N -0.035

Among the structures shown above, one is the most stable, with the second-best lying 0.207 eV higher.